1.
Formula: C24H47N2O13PS3
Source: OMol25
Level of theory: ωB97M-V with the def2-TZVPD basis set

Each line ends with the Mulliken charge.
Geometry (Å):
C 2.94421 2.25339 2.51961  -1.015
C 1.70017 3.13283 2.40221  -0.133
C 0.68653 2.83086 3.51679  -0.533
C -0.04219 1.49944 3.29242  0.502
C -1.52477 1.46445 3.67220  -0.896
C -2.38447 2.63926 3.19621  -1.120
C -2.17746 3.04930 1.74319  -0.557
C -2.57857 1.95094 0.72883  -1.119
C -1.40923 1.49031 -0.14178  0.097
C -1.84472 0.74554 -1.42064  -1.045
C -1.14787 -0.60650 -1.65710  -1.689
C -0.02271 -0.65618 -2.69926  1.945
N 0.65934 -1.95116 -2.62156  -0.058
C 1.31319 -2.26839 -1.32978  -0.410
C 0.71482 -3.51777 -0.70130  -0.499
C 1.40065 -3.92893 0.60399  -0.546
C 1.58018 -2.79424 1.60800  -1.084
C -0.71424 -0.58221 -4.08082  -2.264
C 0.23099 -0.16006 -5.20485  0.357
P -0.53445 -0.36320 -6.84521  0.327
O -0.76804 -1.79240 -7.15735  -0.647
S 0.65611 1.55556 -4.94932  1.322
O -0.39585 2.35862 -5.48935  -0.669
O 2.00523 1.78591 -5.34878  -0.688
O 0.52170 1.66589 -3.36846  -0.427
C 1.00206 0.49973 -2.65191  -1.425
N 1.33386 0.92231 -1.30701  -0.260
C 2.39870 1.49623 -1.11708  0.666
O 3.40181 2.00649 -0.86570  -0.470
H 2.69990 1.23008 2.22878  0.088
H 3.74206 2.58778 1.86064  0.353
H 3.28487 2.21311 3.55117  0.299
H 1.96315 4.19071 2.38932  0.467
H 1.23056 2.92617 1.43504  -0.169
H 1.25320 2.78903 4.44773  0.198
H -0.00655 3.66825 3.57593  0.342
H 0.45705 0.75137 3.91137  0.464
H 0.10898 1.16444 2.26730  -0.580
H -1.61218 1.36476 4.75414  0.388
H -1.94922 0.54469 3.26106  0.377
H -2.21336 3.49651 3.84950  0.392
H -3.43525 2.37023 3.31928  0.384
H -1.15819 3.37925 1.55228  0.186
H -2.81035 3.92052 1.56427  0.529
H -2.96534 1.10076 1.29032  0.437
H -3.36843 2.32709 0.08019  0.405
H -0.74920 2.32408 -0.36780  0.401
H -0.81282 0.78664 0.43867  -0.295
H -2.90728 0.53178 -1.30098  0.502
H -1.77109 1.40039 -2.28709  0.472
H -1.89070 -1.31425 -2.02868  0.807
H -0.81691 -1.00985 -0.70344  0.198
H 1.37914 -1.97332 -3.33573  0.428
H 1.21556 -1.44679 -0.62825  -0.172
H 2.37852 -2.45118 -1.48807  0.514
H 0.79555 -4.33743 -1.41451  0.326
H -0.34676 -3.35958 -0.50465  0.215
H 0.78214 -4.69357 1.07498  0.354
H 2.36556 -4.39837 0.40786  0.325
H 0.62719 -2.31436 1.83627  0.245
H 1.98912 -3.16664 2.54490  0.452
H 2.26469 -2.02789 1.24667  0.241
H -1.55291 0.11066 -4.05113  0.666
H -1.08027 -1.58816 -4.27987  0.272
H 1.15431 -0.73746 -5.19584  0.509
H -1.69372 0.42208 -6.82768  0.113
H 0.34482 0.29259 -7.72034  0.116
H 1.91229 0.16053 -3.15482  1.107
C -4.37427 -3.91236 -5.95059  -0.367
C -2.94952 -3.49926 -5.64426  -0.154
O -2.70887 -4.06039 -4.34126  -0.197
S -3.48979 -5.44325 -4.18807  1.062
O -2.61994 -6.52752 -4.46693  -0.552
O -4.23696 -5.39757 -2.98370  -0.551
O -4.46501 -5.25108 -5.44104  -0.331
H -5.10205 -3.28940 -5.42687  0.305
H -4.59183 -3.91998 -7.01465  0.316
H -2.81347 -2.42481 -5.59680  0.154
H -2.23769 -3.91748 -6.35468  0.302
C 3.80906 2.81160 8.01972  -0.329
C 2.35757 2.59561 8.40005  -0.326
O 1.88081 1.67608 7.40773  -0.280
S 3.04934 0.66859 6.98841  1.018
O 2.93023 -0.54193 7.71509  -0.574
O 3.13844 0.67046 5.57358  -0.392
O 4.25635 1.51116 7.61091  -0.319
H 3.90993 3.50039 7.17925  0.277
H 4.42070 3.14914 8.85136  0.310
H 1.76456 3.50406 8.35213  0.317
H 2.25929 2.13727 9.38564  0.294


2.
Formula: C24H48ClN6O6P2S
Source: OMol25
Level of theory: ωB97M-V with the def2-TZVPD basis set

Each line ends with the Mulliken charge.
Geometry (Å):
C 5.18704 -1.12089 4.35947  -1.046
C 4.90121 -2.32102 3.35910  -0.706
C 3.53328 -2.01377 2.54427  -0.063
C 2.46413 -3.07081 3.04223  -0.718
C 2.32295 -2.98394 4.63168  -1.447
C 1.09772 -3.15828 2.23137  0.417
Cl 0.45164 -4.77935 2.83422  -0.056
N 1.60352 -3.22006 0.80758  0.712
C 1.24198 -2.27125 0.00180  -0.914
P 1.72836 -2.19115 -1.83867  0.719
N 2.32051 -3.62043 -2.30278  -0.879
C 0.34697 -1.15197 0.74391  -0.060
O -0.75217 -0.67102 -0.01160  -0.447
C 1.34289 0.07846 0.70443  -0.883
N 0.81774 1.28928 1.36266  -0.200
C 0.08568 -1.96445 2.07896  0.523
C -1.42091 -2.47655 1.97947  -1.209
P -1.89077 -3.59382 0.58571  0.850
O -0.84798 -4.52058 0.00632  -0.670
O -2.62443 -2.79693 -0.72782  -0.335
O -3.13942 -4.58681 1.18693  -0.580
S -0.05766 -0.84964 3.59199  1.653
C -1.32792 0.46931 3.42455  -0.662
O 1.22942 -0.16662 3.92751  -0.630
O -0.48599 -1.67140 4.78582  -0.702
H 5.78180 -0.32708 3.80301  0.315
H 5.78597 -1.43540 5.26200  0.311
H 4.25079 -0.60654 4.71959  0.244
H 5.75301 -2.31811 2.60590  0.349
H 4.90638 -3.34040 3.82994  0.403
H 3.29588 -0.93979 2.76680  0.126
H 3.82088 -2.08707 1.45769  0.298
H 2.96405 -4.08270 2.86911  0.621
H 1.35201 -3.37555 5.03164  0.398
H 3.12797 -3.65852 5.07002  0.412
H 2.57228 -1.95676 5.03805  0.224
H 2.18785 -4.04802 0.61388  0.463
H 2.65555 -1.13322 -2.08333  0.178
H 0.52557 -2.00016 -2.60529  -0.122
H 2.34515 -4.27014 -1.51069  0.255
H -1.16982 0.09872 0.42683  0.287
H 1.47122 0.34061 -0.39820  0.508
H 2.38552 -0.11326 1.08229  -0.049
H 0.83557 2.10678 0.75267  0.207
H 1.47085 1.52823 2.12278  0.275
H -1.63929 -3.02145 2.95633  0.679
H -2.19015 -1.63661 1.96591  0.388
H -3.55867 -3.06903 -0.79374  0.282
H -2.77462 -5.49111 1.19492  0.335
H -2.32365 -0.00830 3.69468  0.397
H -1.11646 1.23680 4.22700  0.395
H -1.44208 0.90342 2.39561  0.103
C -2.11160 2.50486 -3.10232  -0.754
C -3.30045 3.06412 -2.32782  -0.535
C -2.88270 3.87098 -1.09561  -0.018
C -2.11821 3.00087 -0.15272  0.150
N -1.52237 2.32159 0.58084  -0.495
H -1.53052 1.80328 -2.49902  0.017
H -2.45410 1.96382 -3.98581  0.344
H -1.44657 3.30781 -3.43235  0.275
H -3.94874 2.23612 -2.02577  0.303
H -3.88639 3.70614 -2.98965  0.363
H -3.76486 4.26064 -0.58325  0.344
H -2.25707 4.71916 -1.38645  -0.109
C 1.04055 5.84365 -1.42571  -0.878
C 1.22732 7.34475 -1.62107  -0.518
C -0.05541 8.14197 -1.37202  -0.412
C -1.12050 7.70781 -2.32604  0.243
N -1.94615 7.37051 -3.06916  -0.454
H 0.31797 5.43242 -2.13513  0.151
H 1.98523 5.31957 -1.58475  0.376
H 0.69392 5.62021 -0.41207  0.281
H 1.58537 7.52842 -2.63772  0.311
H 2.00383 7.69863 -0.93823  0.323
H 0.13089 9.20876 -1.51066  0.316
H -0.40972 7.99024 -0.34972  0.280
C -4.14283 -1.75778 -4.84380  -0.890
C -3.02429 -2.62663 -5.40905  -0.621
C -1.82755 -2.74784 -4.46175  -0.065
C -1.24161 -1.39753 -4.20269  0.382
N -0.78488 -0.34834 -4.00008  -0.597
H -3.81198 -0.72867 -4.68457  0.189
H -4.98455 -1.72374 -5.53779  0.352
H -4.50401 -2.15452 -3.89063  0.228
H -2.69828 -2.20798 -6.36515  0.311
H -3.41779 -3.62538 -5.61335  0.343
H -1.06048 -3.38806 -4.90316  0.423
H -2.13283 -3.19146 -3.51034  0.091

Properties
net charge	+1


3.
Formula: C24H48NaO12S6
Source: OMol25
Level of theory: ωB97M-V with the def2-TZVPD basis set

Each line ends with the Mulliken charge.
Geometry (Å):
Na -0.09424 0.38535 -0.13954  0.857
C -0.62223 -3.28358 4.45060  -0.590
C -0.06017 -3.95205 3.14331  -0.583
C 1.08319 -3.06416 2.57967  -0.807
S 0.45780 -1.33337 2.81190  1.033
O -0.64085 -1.12105 1.87466  -0.285
O 1.57857 -0.41614 3.08430  -0.689
C -0.26474 -1.80926 4.49592  -0.941
H -0.16042 -3.62623 5.37658  0.321
H -1.68570 -3.45554 4.61660  0.309
H -0.71429 -3.93424 2.27159  0.145
H 0.16192 -5.00446 3.31996  0.445
H 1.27849 -3.15565 1.51122  0.368
H 1.96025 -3.05647 3.22682  0.437
H -1.03555 -1.05504 4.65433  0.473
H 0.55083 -1.62496 5.19518  0.411
C -1.15417 4.72838 -0.97985  -0.026
C -2.51931 4.76704 -1.81072  -0.998
C -2.68114 3.38327 -2.51908  -0.662
S -0.98966 2.75197 -2.84314  0.990
O -0.73729 2.87699 -4.27143  -0.736
O -0.80546 1.53273 -2.10577  -0.217
C -0.14074 4.20836 -1.99015  -1.095
H -1.35127 4.05973 -0.14190  -0.119
H -0.88775 5.73907 -0.67062  0.484
H -2.46017 5.66975 -2.41876  0.349
H -3.37549 4.93893 -1.15841  0.412
H -3.37778 3.49539 -3.34987  0.459
H -3.21488 2.69656 -1.86208  0.285
H -0.06330 4.92649 -2.80648  0.470
H 0.92635 4.08074 -1.80810  0.449
C 5.97358 -0.37028 0.13750  -0.705
C 5.93987 -0.47171 -1.30848  -0.476
C 4.46876 -0.03117 -1.59697  -0.893
S 3.43313 -1.10947 -0.58363  0.788
O 3.32677 -2.45622 -1.13745  -0.715
O 2.29328 -0.48486 0.08132  -0.007
C 4.78768 -1.20245 0.71780  -0.575
H 5.76953 0.64490 0.47792  0.310
H 6.95477 -0.73070 0.44647  0.335
H 6.24176 -1.49981 -1.50838  0.286
H 6.63419 0.18057 -1.83814  0.372
H 4.23199 -0.10100 -2.65865  0.397
H 4.25395 0.96255 -1.20395  0.374
H 4.90954 -2.26415 0.93242  0.413
H 4.41879 -0.65474 1.58499  0.155
C -0.68904 -2.15045 -5.35976  -0.800
C -0.14279 -3.39246 -4.67473  -0.441
C 1.09564 -2.91211 -3.91300  -0.938
S 0.59499 -1.32089 -3.11320  1.062
O 1.69148 -0.39127 -3.19237  -0.709
O -0.09241 -1.59487 -1.81922  -0.421
C -0.94995 -1.12543 -4.22393  -0.302
H -1.44050 -2.36440 -6.11978  0.370
H 0.04881 -1.58304 -5.92696  0.344
H 0.05852 -4.14855 -5.43362  0.408
H -0.93946 -3.84051 -4.08087  0.232
H 1.82788 -2.47381 -4.59111  0.439
H 1.49496 -3.57394 -3.14448  0.429
H -0.91408 -0.06136 -4.45753  0.349
H -1.87681 -1.32845 -3.68744  -0.070
C -4.94555 -3.36769 0.66860  -0.564
C -4.50369 -3.55529 -0.78370  -0.951
C -4.15071 -2.26100 -1.55580  -0.023
S -3.91009 -0.93758 -0.22624  0.804
O -4.94294 0.07636 -0.20264  -0.685
O -2.56517 -0.44688 -0.33487  -0.166
C -4.11183 -2.13181 1.25219  -0.414
H -4.83601 -4.29149 1.23667  0.367
H -5.99761 -3.08320 0.68704  0.321
H -5.29046 -4.10422 -1.30117  0.359
H -3.66215 -4.21977 -0.97958  0.369
H -4.64803 -1.88638 -2.45047  0.561
H -3.16494 -2.45278 -1.97958  -0.288
H -4.46877 -1.46301 2.03538  0.508
H -3.06580 -2.33652 1.48026  -0.135
C 0.65242 5.12387 3.77269  -0.820
C 1.43333 3.97303 4.57045  -0.842
C 1.88214 2.92058 3.58414  -0.680
S 0.32258 2.72670 2.53994  1.248
O -0.53296 1.71568 3.15740  -0.749
O 0.72840 2.63862 1.12880  -0.645
C -0.27917 4.46477 2.85473  -0.265
H 1.34936 5.79790 3.27465  0.342
H 0.22536 5.85447 4.45967  0.370
H 0.69894 3.51134 5.23047  0.325
H 2.16599 4.28902 5.31305  0.448
H 2.43005 2.01671 3.85043  0.509
H 2.59033 3.56103 3.05842  0.292
H -1.29935 4.45731 3.23850  0.451
H -0.46944 4.91131 1.87877  -0.005

Properties
energy relative to the best compared isomer or geometry (same formula, charge and spin)	415.5	kJ/mol
net charge	+1


| no. | HOMO (eV) | LUMO energy (hartree) | Kohn-Sham gap (eV) |
| --- | --- | --- | --- |
| 1 | -9.56 | 0.0140 | 9.9 |
| 2 | -11.70 | -0.1654 | 7.2 |
| 3 | -11.94 | -0.0605 | 10.3 |